[1]
23
Properties=species:S:1:pos:R:3:forces:R:3 method="wB97M-V/def2-TZVPD" total_charge=0 e_homo_ev=-8.7 max_force_ev_per_a=2.9 total_energy_ha=-563.3349
C -1.029 -1.713 -0.740 0.0 0.6 -0.2
C 1.895 2.613 0.258 0.0 0.1 -0.1
C -0.069 1.537 0.844 -0.4 -0.1 0.4
C -1.542 1.278 0.637 0.0 0.0 0.2
H 1.096 -1.173 -2.366 0.1 -0.2 0.3
H 1.633 -1.144 -0.799 0.0 0.0 0.0
H 0.159 -3.389 -1.118 0.0 0.3 0.0
H -1.980 -3.545 -0.378 0.0 0.5 0.0
H -2.920 -2.107 -0.076 0.4 -0.1 -0.1
H -0.321 0.051 -1.011 -0.7 -0.6 0.0
H 2.094 3.012 1.267 0.0 0.0 -0.2
H 2.483 1.687 0.141 0.0 0.2 0.0
H 2.246 3.345 -0.482 0.0 -0.3 0.3
H 1.434 0.889 2.123 -0.1 0.0 0.0
H -0.134 0.188 2.394 0.0 0.3 -0.3
H -1.966 1.860 -0.177 -0.1 0.3 -0.2
N 1.278 -1.742 -1.537 -0.1 0.2 -0.3
N 0.116 -2.380 -1.126 0.0 -0.3 0.1
N -2.052 -2.536 -0.374 -0.5 -0.3 0.2
N -1.193 -0.433 -0.718 1.7 -1.1 -2.0
N 0.479 2.370 0.052 0.2 -0.1 0.2
N 0.463 0.817 1.871 0.3 0.0 0.0
O -2.170 0.518 1.313 -0.8 0.5 1.9

***

[2]
18
Properties=species:S:1:pos:R:3:forces:R:3 method="wB97M-V/def2-TZVPD" total_charge=0 s2=0.75 e_homo_ev="-5.5 / -9.9" max_force_ev_per_a=5.8 spin_multiplicity=2 total_energy_ha=-289.4409
C 2.261 0.936 -1.297 1.4 2.3 -3.3
C 0.919 1.224 -0.764 -0.9 -2.2 -0.2
C 0.559 -0.216 -0.209 -2.4 4.5 2.7
C -0.731 -0.263 2.020 0.9 -2.9 2.1
N -0.453 0.300 0.881 1.9 0.6 -3.7
H 2.669 1.918 -1.721 0.3 -1.6 0.5
H 2.400 0.103 -2.085 -0.9 1.4 1.0
H 2.762 0.568 -0.479 2.3 -0.3 1.7
H 0.292 1.473 -1.617 -0.6 0.2 0.2
H 0.765 1.965 0.076 0.9 -0.7 -1.2
H 1.505 -0.707 0.173 -1.9 0.0 -0.3
H -0.199 -0.601 -0.827 0.5 -2.0 -1.4
H 0.048 -1.023 2.281 -1.0 0.7 0.4
H -1.140 0.425 2.702 -0.6 0.3 1.5
H -1.143 0.922 0.457 0.4 -0.3 0.2
H -2.519 -0.976 -0.802 -0.5 0.2 0.2
H -2.731 -1.999 0.411 0.9 0.8 -1.4
O -2.198 -1.782 -0.405 -0.5 -1.2 1.0

***

[3]
18
Properties=species:S:1:pos:R:3:forces:R:3 method="wB97M-V/def2-TZVPD" total_charge=+1 e_homo_ev=-14.1 max_force_ev_per_a=5.2 total_energy_ha=-289.0620
C 1.863 -0.777 1.602 1.0 0.2 0.1
C 0.824 0.002 0.799 -0.7 -0.4 3.8
C 0.771 0.205 -0.483 4.5 -0.6 -2.5
C 2.083 0.099 -1.402 0.0 1.4 3.0
O -1.729 0.382 -1.343 -1.1 1.2 -0.8
N -3.007 0.102 0.912 0.3 -1.1 -0.7
H 1.377 -1.623 2.070 -0.1 -0.3 0.0
H 2.803 -1.104 1.114 -1.1 -0.1 -0.6
H 2.349 -0.238 2.452 -1.2 0.4 -0.4
H -0.076 0.314 1.417 0.9 0.2 -0.5
H -0.140 0.429 -1.027 -2.0 -0.4 -1.1
H 1.915 -0.656 -2.121 -0.3 -1.0 -0.7
H 2.170 1.041 -1.944 0.3 0.0 0.0
H 3.029 -0.108 -0.731 -2.0 0.6 -1.5
H -2.512 0.363 0.020 0.1 0.1 0.4
H -2.243 0.910 -2.062 1.4 -1.0 1.4
H -3.829 0.646 1.137 -0.1 0.1 0.0
H -3.215 -0.914 0.941 0.1 0.9 0.1

***

[4]
18
Properties=species:S:1:pos:R:3:forces:R:3 method="wB97M-V/def2-TZVPD" total_charge=+1 e_homo_ev=-14.7 max_force_ev_per_a=3.1 total_energy_ha=-289.3105
C 0.198 -1.005 1.531 -0.3 0.9 0.5
C -0.949 -0.607 0.608 -1.1 -0.3 -1.2
C -0.603 -0.387 -0.849 1.1 -0.7 -0.7
C -0.588 -1.345 -1.775 -1.2 0.0 1.0
N -0.132 0.998 -1.346 -1.5 -2.7 -0.3
H 0.501 -0.044 1.920 1.5 0.0 -0.1
H -0.059 -1.487 2.468 -0.9 -0.4 -0.1
H 0.913 -1.683 1.065 0.3 0.7 -0.1
H -1.634 -1.466 0.523 -0.2 0.6 0.3
H -1.501 0.329 0.865 0.2 -0.9 0.6
H -1.015 -2.295 -1.458 0.4 0.0 -0.1
H -0.432 -1.276 -2.837 0.4 0.4 -0.2
H 0.201 0.706 -2.266 1.1 0.7 0.2
H 0.529 1.389 -0.669 0.3 0.8 -0.2
H -0.986 1.496 -1.600 0.2 0.9 0.8
H 1.303 1.961 1.796 0.2 0.2 0.5
H 2.514 2.641 1.070 -0.3 -0.1 0.2
O 1.740 2.074 0.954 -0.1 -0.1 -0.9

***

[5]
18
Properties=species:S:1:pos:R:3:forces:R:3 method="wB97M-V/def2-TZVPD" total_charge=+1 e_homo_ev=-14.4 max_force_ev_per_a=2.1 total_energy_ha=-289.3221
C -0.599 2.165 1.495 0.1 0.7 -1.2
C 0.288 1.999 0.171 0.3 0.5 1.3
C 0.283 0.549 -0.188 -0.5 0.2 -1.0
C 1.197 -0.349 0.116 0.5 0.4 1.2
N 1.001 -1.804 0.060 0.5 -1.5 -1.3
H 0.060 2.346 2.341 -0.1 -0.5 0.1
H -1.253 1.306 1.623 0.1 -0.1 0.3
H -1.259 3.048 1.449 0.3 -0.3 -0.2
H 1.284 2.377 0.435 -0.1 -0.3 -0.2
H -0.052 2.638 -0.642 -0.3 -0.3 0.0
H -0.571 0.253 -0.802 0.0 -0.2 0.6
H 2.167 -0.136 0.571 -0.4 0.1 0.0
H 0.263 -2.177 -0.570 -0.4 0.9 0.3
H 1.850 -2.197 -0.358 0.1 -0.1 0.1
H 0.921 -2.305 0.959 -0.2 0.7 -0.1
H -2.217 -1.100 -1.656 -0.7 -0.2 -0.4
H -1.984 -2.695 -1.725 -0.7 0.3 -0.4
O -1.675 -1.845 -1.412 1.5 -0.3 0.8

***

[6]
18
Properties=species:S:1:pos:R:3:forces:R:3 method="wB97M-V/def2-TZVPD" total_charge=+1 smiles=CC[C@H]([NH3+])CO e_homo_ev=-14.8 max_force_ev_per_a=4.0 total_energy_ha=-289.3004
C 1.173 0.423 -0.542 1.9 0.4 2.9
O 2.325 0.673 0.339 0.6 0.3 -0.1
C 0.272 -0.445 0.428 1.0 -2.5 -0.9
C -1.002 -0.833 -0.272 -3.7 1.2 0.7
C -1.427 0.061 -1.465 0.7 0.2 0.0
N 0.023 0.188 1.780 0.3 0.1 -0.1
H 1.602 -0.183 -1.371 -1.3 0.6 0.1
H 0.712 1.444 -0.729 0.4 -1.5 -0.5
H 3.225 0.799 -0.063 -1.7 -0.2 0.0
H 0.827 -1.461 0.757 -0.8 2.6 -1.0
H -1.951 -0.732 0.356 1.4 -0.1 0.2
H -1.103 -1.867 -0.484 0.7 -1.0 -0.6
H -0.509 0.187 -2.072 -1.1 0.1 -0.3
H -1.733 1.074 -1.073 0.2 -1.0 -0.7
H -2.256 -0.415 -2.054 0.9 0.6 0.6
H -0.661 0.883 1.933 -1.4 1.7 -1.3
H -0.374 -0.460 2.445 0.8 -1.1 0.3
H 0.857 0.664 2.089 1.1 -0.4 0.5

***

[7]
19
Properties=species:S:1:pos:R:3:forces:R:3 method="wB97M-V/def2-TZVPD" total_charge=-1 e_homo_ev=-3.6 max_force_ev_per_a=3.1 total_energy_ha=-364.7967
C 0.401 0.351 -2.061 0.6 -1.1 2.9
N 0.336 1.506 -1.072 0.5 -0.1 -1.8
C -0.804 1.421 -0.111 1.2 0.1 -1.1
C -0.228 1.366 1.278 -0.5 -0.6 1.6
C 0.593 0.029 1.489 1.7 0.0 -0.4
O 0.117 -0.973 0.737 -0.6 0.9 0.2
H 0.974 0.391 -2.984 -0.1 1.2 -0.2
H -0.636 0.101 -2.249 0.0 -0.3 -0.4
H 0.900 -0.524 -1.515 -1.1 0.8 -0.6
H 1.228 1.559 -0.584 -0.5 -0.2 0.0
H -1.356 0.527 -0.410 -0.2 0.1 0.6
H -1.393 2.335 -0.244 -0.3 -0.2 0.1
H 0.282 2.335 1.457 0.4 -0.6 0.0
H -0.998 1.345 2.082 -0.1 0.1 -0.7
H 1.687 0.192 1.194 -0.5 0.4 0.1
H 0.733 -0.251 2.563 -0.6 0.5 0.0
H -0.274 -2.144 0.419 0.9 -1.6 -1.0
H -1.357 -3.147 -0.087 1.4 -0.4 -0.4
O -0.364 -3.120 -0.170 -2.3 1.0 1.2

***

[8]
19
Properties=species:S:1:pos:R:3:forces:R:3 method="wB97M-V/def2-TZVPD" total_charge=-1 e_homo_ev=-2.6 max_force_ev_per_a=2.6 total_energy_ha=-364.8072
C 1.141 -0.924 -0.687 0.8 -0.8 -0.4
C 0.164 -0.553 0.399 -0.6 -0.5 2.4
C 0.980 -0.174 1.689 -0.6 2.5 -0.5
N -0.808 0.493 0.046 0.5 -0.2 -1.5
C -0.177 1.575 -0.823 1.6 -0.2 0.7
O 0.887 2.118 -0.230 0.0 0.9 0.2
H 1.845 -0.098 -0.779 0.0 0.1 -0.2
H 1.745 -1.838 -0.481 -0.5 0.5 0.5
H 0.724 -1.144 -1.665 -0.5 0.2 -0.1
H -0.459 -1.399 0.767 0.3 -0.2 -0.7
H 1.587 0.678 1.342 0.3 -0.4 0.2
H 0.365 0.346 2.440 -0.5 -0.2 -0.3
H 1.515 -0.866 2.298 0.6 -1.2 -0.3
H -1.268 0.782 0.895 0.2 0.7 0.1
H 0.232 1.010 -1.708 -1.2 0.1 -0.1
H -0.954 2.317 -1.179 -0.1 -0.7 0.3
H -2.224 -1.316 -0.287 0.4 0.3 0.1
H -2.506 -0.047 -1.067 0.6 -0.2 0.4
O -2.787 -0.964 -0.971 -1.5 -0.7 -0.8

***

[9]
19
Properties=species:S:1:pos:R:3:forces:R:3 method="wB97M-V/def2-TZVPD" total_charge=-1 e_homo_ev=-3.4 max_force_ev_per_a=6.1 total_energy_ha=-364.6623
C 2.899 -0.455 0.671 0.7 1.1 -0.1
N 2.258 0.700 0.055 -2.1 -2.2 1.4
C 0.877 0.583 0.082 2.7 4.8 -2.6
C 0.162 0.451 -1.248 0.1 -0.7 0.1
C -1.245 -0.081 -1.092 -0.5 -0.2 0.0
O -2.011 0.736 -0.254 0.1 0.1 0.1
H 3.981 -0.386 0.509 -0.1 -0.2 0.0
H 2.748 -0.482 1.774 0.0 0.0 -0.1
H 2.537 -1.422 0.287 0.1 -0.1 -0.2
H 0.571 -0.492 0.672 -0.4 -2.0 1.2
H 0.229 -1.131 1.043 -0.4 0.5 -0.1
H 0.341 1.362 0.662 -0.2 -0.8 0.6
H 0.782 -0.174 -1.900 -0.1 0.0 -0.1
H 0.152 1.470 -1.663 0.0 -0.2 0.1
H -1.201 -1.079 -0.617 0.0 0.1 -0.4
H -1.731 -0.202 -2.076 0.1 0.1 0.0
H -2.213 0.084 0.543 -0.2 -0.1 -0.1
H -2.693 -1.174 2.148 -0.1 0.1 0.4
O -2.297 -1.195 1.281 0.5 -0.1 -0.2

***

[10]
19
Properties=species:S:1:pos:R:3:forces:R:3 method="wB97M-V/def2-TZVPD" total_charge=0 s2=0.76 e_homo_ev="-5.7 / -7.9" max_force_ev_per_a=3.2 spin_multiplicity=2 total_energy_ha=-364.7295
C 1.222 -0.676 1.299 -0.9 1.2 1.7
C 0.414 0.356 0.572 -0.2 1.0 -3.0
C 0.786 1.654 0.389 0.5 -0.3 2.2
C -1.028 -1.337 -0.388 -0.3 -1.0 -0.2
N -0.602 -0.062 -0.307 0.1 0.9 1.3
H 0.593 -1.092 2.104 0.3 -0.5 -0.4
H 2.027 -0.158 1.833 0.0 -0.2 -0.3
H 1.623 -1.427 0.638 -0.1 -0.2 -0.2
H 0.490 2.340 -0.394 -0.5 -0.3 0.1
H 1.283 2.075 1.269 0.5 0.2 -0.7
H -1.740 -1.525 -1.177 -0.1 -0.3 0.3
H -0.770 -2.037 0.396 0.0 -0.2 -0.4
H -1.384 0.615 -0.412 1.2 -0.5 -0.3
H 2.752 0.232 -1.099 0.1 -0.2 0.1
H 2.644 -1.152 -1.835 0.4 -0.2 0.1
O 2.217 -0.313 -1.681 -0.5 0.3 -0.4
H -3.596 1.428 -0.925 0.0 -0.1 0.1
H -3.808 0.266 0.069 0.4 0.2 -0.2
O -3.123 0.813 -0.350 -1.1 0.2 0.0

***

[11]
19
Properties=species:S:1:pos:R:3:forces:R:3 method="wB97M-V/def2-TZVPD" total_charge=+1 e_homo_ev=-14.5 max_force_ev_per_a=1.7 total_energy_ha=-364.5948
O -1.814 -0.730 -0.900 -0.2 0.3 0.0
C -0.725 -1.079 -0.541 -0.1 -0.3 -0.1
C 0.226 -0.091 0.134 -0.5 -0.2 -0.4
C 1.315 0.289 -0.850 1.2 1.1 0.3
C 2.328 -0.806 -1.150 -0.5 -0.7 0.3
N -0.613 1.126 0.428 0.4 -0.8 -0.5
H -0.373 -2.092 -0.783 0.2 0.1 0.3
H 0.637 -0.454 1.072 0.1 -0.2 0.0
H 0.947 0.723 -1.781 -0.6 -0.3 -0.1
H 1.830 1.148 -0.393 0.2 -0.2 0.0
H 1.797 -1.753 -1.294 0.3 0.0 -0.2
H 3.025 -0.978 -0.333 0.0 0.2 0.1
H 2.893 -0.592 -2.047 0.1 0.1 -0.1
H -1.042 1.318 -0.487 -0.2 0.6 0.4
H -1.381 0.898 1.088 -0.3 0.3 0.1
H -0.018 1.877 0.778 -0.3 0.2 -0.2
H -3.628 0.869 2.358 0.1 0.3 -0.4
H -2.609 -0.185 2.681 0.0 0.3 -0.5
O -2.794 0.512 2.020 0.0 -0.7 1.0

***

[12]
19
Properties=species:S:1:pos:R:3:forces:R:3 method="wB97M-V/def2-TZVPD" total_charge=+1 smiles=C[C@H](O)[C@H]([NH3+])CO e_homo_ev=-15.0 max_force_ev_per_a=2.0 total_energy_ha=-364.5779
C 0.743 1.496 -0.055 0.9 -0.9 0.2
O 0.158 2.121 1.069 -0.2 -0.8 -0.7
C -0.282 0.453 -0.533 -0.5 0.3 0.7
C -0.765 -0.461 0.602 1.1 -1.2 0.0
C 0.370 -1.286 1.249 0.2 0.3 -1.1
O -1.609 -1.475 0.015 0.1 0.8 0.2
N 0.190 -0.446 -1.633 1.9 0.6 -0.3
H 1.132 2.086 -0.895 -0.7 0.7 0.2
H 1.671 1.052 0.326 -0.1 -0.6 -0.2
H 0.221 3.055 0.997 0.1 1.3 0.0
H -1.149 0.978 -0.939 0.0 0.0 0.0
H -1.237 0.144 1.367 -0.4 0.0 -0.1
H 0.789 -1.970 0.500 -0.5 -0.4 0.1
H -0.065 -1.860 2.056 0.3 -0.1 0.2
H 1.274 -0.744 1.520 -0.4 0.4 0.7
H -2.519 -1.168 0.047 -0.3 -0.1 0.0
H -0.351 -1.315 -1.645 -0.5 0.0 -0.1
H 1.178 -0.699 -1.517 -0.1 -0.3 0.5
H 0.250 0.039 -2.531 -0.8 -0.2 -0.1